1.
Formula: CH4Br2N
Source: the Open Molecules 2025 dataset
Level of theory: ωB97M-V with the def2-TZVPD basis set

Geometry as ORCA input:
```
! wB97M-V def2-TZVPD RIJCOSX def2/J DEFGRID3
* xyz 1 1
C 1.828 0.341 0.031
Br -3.248 -0.471 0.241
H -4.330 0.115 -0.500
N 0.637 -0.204 -0.036
H 0.219 -1.184 0.186
H 1.679 1.524 -0.035
H -0.256 0.310 -0.177
Br 3.470 -0.431 0.290
*
```

HOMO-LUMO gap: 8.7 eV
energy relative to the best compared isomer or geometry (same formula, charge and spin): 0.541 eV
lowest unoccupied orbital energy: -5.74 eV
highest occupied orbital energy: -14.436 eV
calculated total energy: -142668.5214 eV

---

2.
Formula: CH4BrClOP
Source: the Open Molecules 2025 dataset
Level of theory: ωB97M-V with the def2-TZVPD basis set

Geometry as ORCA input:
```
! wB97M-V def2-TZVPD RIJCOSX def2/J DEFGRID3
* xyz 1 1
Br 3.409 0.187 -0.238
H -0.105 0.123 0.370
Cl -0.053 2.814 0.340
H 0.059 -1.525 -0.276
P 2.024 -0.936 1.059
H 0.138 2.751 1.618
O 2.496 -1.917 1.977
C 0.302 -0.901 0.527
H -0.450 -1.309 1.170
*
```

HOMO-LUMO gap: 8.1 eV
energy relative to the best compared isomer or geometry (same formula, charge and spin): 2.528 eV
lowest unoccupied orbital energy: -7.41 eV
highest occupied orbital energy: -15.532 eV
calculated total energy: -94994.9229 eV

---

3.
Formula: CH4BrClOP
Source: the Open Molecules 2025 dataset
Level of theory: ωB97M-V with the def2-TZVPD basis set

Geometry as ORCA input:
```
! wB97M-V def2-TZVPD RIJCOSX def2/J DEFGRID3
* xyz 1 1
O -1.390 -1.842 -0.258
Br 2.566 0.154 1.470
H 1.013 0.666 -1.593
P 0.721 1.027 0.803
H -0.957 -2.446 -0.915
H -0.114 2.078 -1.174
C 0.550 1.329 -0.803
Cl -0.563 1.580 2.168
H -1.824 -2.547 0.301
*
```

HOMO-LUMO gap: 8.9 eV
energy relative to the best compared isomer or geometry (same formula, charge and spin): 2.894 eV
lowest unoccupied orbital energy: -6.07 eV
highest occupied orbital energy: -14.919 eV
calculated total energy: -94994.5568 eV

---

4.
Formula: CH4BrN2
Source: the Open Molecules 2025 dataset
Level of theory: ωB97M-V with the def2-TZVPD basis set

Geometry as ORCA input:
```
! wB97M-V def2-TZVPD RIJCOSX def2/J DEFGRID3
* xyz -1 1
N -0.762 0.628 0.230
H -1.589 0.059 0.128
Br 0.779 0.546 -2.336
H 0.051 -1.225 0.793
H -0.863 1.046 1.146
H 1.213 0.102 0.836
C 0.376 -0.328 0.241
N 0.795 -0.828 -1.040
*
```

HOMO-LUMO gap: 5.9 eV
lowest unoccupied orbital energy: 4.28 eV
highest occupied orbital energy: -1.624 eV
calculated total energy: -74123.2138 eV

---

5.
Formula: CH4BrN4
Source: the Open Molecules 2025 dataset
Level of theory: ωB97M-V with the def2-TZVPD basis set

Geometry as ORCA input:
```
! wB97M-V def2-TZVPD RIJCOSX def2/J DEFGRID3
* xyz 1 1
H -0.536 2.236 -0.091
N -2.038 -1.231 0.132
N 0.206 1.575 -0.089
C -0.171 0.325 0.003
H 0.861 -1.620 0.309
H 1.202 1.710 -0.187
N 1.068 -0.732 -0.151
H -2.072 -1.735 -0.762
N -1.230 -0.339 0.232
Br 2.710 -0.190 0.606
*
```

HOMO-LUMO gap (spin up / spin down): 8.1 / 8.1 eV
energy relative to the best compared isomer or geometry (same formula, charge and spin): 1.943 eV
lowest unoccupied orbital energy (spin up / spin down): -6.40 / -6.41 eV
SMILES: [H]/N=N\C(N)=[NH+]\Br
highest occupied orbital energy (spin up / spin down): -14.518 / -14.518 eV
calculated total energy: -77093.5117 eV

---

6.
Formula: CH4BrNO
Source: the Open Molecules 2025 dataset
Level of theory: ωB97M-V with the def2-TZVPD basis set

Geometry as ORCA input:
```
! wB97M-V def2-TZVPD RIJCOSX def2/J DEFGRID3
* xyz 0 1
H 1.220 1.680 0.566
C -0.564 -0.843 0.245
O -0.298 0.492 0.544
Br 0.704 1.445 -1.873
H -1.131 -1.209 1.119
N 0.846 0.874 -0.041
H 0.458 -1.319 0.047
H -1.236 -1.121 -0.608
*
```

HOMO-LUMO gap: 9.5 eV
energy relative to the best compared isomer or geometry (same formula, charge and spin): 0.950 eV
lowest unoccupied orbital energy: 0.28 eV
SMILES: CONBr
highest occupied orbital energy: -9.207 eV
calculated total energy: -74678.7721 eV

---

7.
Formula: CH4BrNO
Source: the Open Molecules 2025 dataset
Level of theory: ωB97M-V with the def2-TZVPD basis set

Geometry as ORCA input:
```
! wB97M-V def2-TZVPD RIJCOSX def2/J DEFGRID3
* xyz 0 1
H -1.458 1.808 0.201
H 0.324 -1.326 0.143
Br -2.320 -0.371 -0.034
C 1.050 -0.533 -0.056
N -1.235 1.019 -0.406
H 1.948 -0.796 0.704
H 1.281 -0.327 -1.043
O 0.410 0.527 0.491
*
```

HOMO-LUMO gap (spin up / spin down): 8.8 / 8.8 eV
energy relative to the best compared isomer or geometry (same formula, charge and spin): 2.760 eV
lowest unoccupied orbital energy (spin up / spin down): -0.90 / -0.91 eV
highest occupied orbital energy (spin up / spin down): -9.705 / -9.762 eV
calculated total energy: -74676.9627 eV

---

8.
Formula: CH4BrNO3S
Source: the Open Molecules 2025 dataset
Level of theory: ωB97M-V with the def2-TZVPD basis set

Geometry as ORCA input:
```
! wB97M-V def2-TZVPD RIJCOSX def2/J DEFGRID3
* xyz 0 1
C 0.740 -0.606 -1.614
O -1.144 -0.999 0.493
N -0.018 1.460 1.743
O -1.624 0.678 -1.225
S -0.693 0.015 -0.383
H 1.832 -0.734 -1.359
H -0.807 0.192 2.962
H 0.713 0.350 -2.199
Br 0.040 -2.262 -2.327
O -0.005 0.384 2.496
H 0.968 1.522 1.414
*
```

HOMO-LUMO gap (spin up / spin down): 8.8 / 7.7 eV
energy relative to the best compared isomer or geometry (same formula, charge and spin): 1.865 eV
lowest unoccupied orbital energy (spin up / spin down): -0.18 / -1.64 eV
highest occupied orbital energy (spin up / spin down): -8.951 / -9.369 eV
calculated total energy: -89606.8143 eV

---

9.
Formula: CH4BrOP
Source: the Open Molecules 2025 dataset
Level of theory: ωB97M-V with the def2-TZVPD basis set

Geometry as ORCA input:
```
! wB97M-V def2-TZVPD RIJCOSX def2/J DEFGRID3
* xyz 0 1
O 0.863 -0.720 0.310
H -0.027 0.456 1.716
H 1.022 1.221 -1.177
C 0.369 0.455 0.749
Br -2.607 -1.128 -1.552
H -1.403 -0.842 -0.898
P 0.498 1.884 -0.225
H 1.285 -1.327 1.076
*
```

HOMO-LUMO gap: 9.0 eV
energy relative to the best compared isomer or geometry (same formula, charge and spin): 1.567 eV
lowest unoccupied orbital energy: 0.15 eV
SMILES: [H]/P=C\O.Br
highest occupied orbital energy: -8.896 eV
calculated total energy: -82478.4188 eV

---

10.
Formula: CH4BrP
Source: the Open Molecules 2025 dataset
Level of theory: ωB97M-V with the def2-TZVPD basis set

Geometry as ORCA input:
```
! wB97M-V def2-TZVPD RIJCOSX def2/J DEFGRID3
* xyz 0 1
H -0.878 2.902 2.308
H -0.897 2.775 1.499
C -0.075 -1.718 -0.850
H 0.270 -1.614 -1.858
Br 1.914 0.679 -0.691
H -0.868 -2.316 -0.722
P 0.535 -0.708 0.314
*
```

HOMO-LUMO gap (spin up / spin down): 9.6 / 9.6 eV
energy relative to the best compared isomer or geometry (same formula, charge and spin): 1.758 eV
lowest unoccupied orbital energy (spin up / spin down): -0.10 / -0.10 eV
highest occupied orbital energy (spin up / spin down): -9.702 / -9.701 eV
calculated total energy: -80431.5290 eV